DFT (ωB97M-V/def2-TZVPD) results for an isolated molecule of C2H3P3 in a non-equilibrium geometry.

gap between HOMO and LUMO (spin up / spin down)	7.15 / 7.08	eV
E_LUMO (spin up / spin down)	-1.234 / -1.485	eV
electronic energy	-29986.0008	eV
SMILES	C1=P#P=PC1
F_max	0.117	Eh/bohr

CARTESIAN COORDINATES (ANGSTROEM)
C1 -0.52575 0.87069 -0.37931
P1 1.32668 1.50063 -0.12309
P2 2.34759 -0.39900 -0.02629
P3 0.73848 -1.70981 -0.25431
C2 -0.65331 -0.49809 0.06063
H1 -1.20859 1.67834 -0.20045
H2 -0.46078 -0.37998 1.10793
H3 -1.56431 -1.06278 -0.18512